Density functional theory data (ωB97M-V with the def2-TZVPD basis set) for a structure of composition C37H47HgN2O4SeSi in a non-equilibrium geometry.

Values from the calculation:
total charge: -2
energy: -4692.9742 hartree
2S+1: 2
relative energy (zero: lowest compared OMol25 entry of this formula, charge and spin): 112.6 kJ/mol
Kohn-Sham gap (alpha / beta): 5.75 / 5.60 eV
HOMO level (alpha / beta): -0.0545 / -0.0579 hartree
strongest force on any atom: 1.151 eV/A

The geometry in XYZ format:
```
93
Properties=species:S:1:pos:R:3:mulliken_spin:R:1
Hg -0.97 -0.19 -0.33 0.512
N 0.52 -1.78 1.65 0.059
C 1.92 -1.77 2.01 0.003
C 2.81 -2.15 0.82 -0.003
C 2.92 -1.03 -0.22 0.000
N 1.76 -0.98 -1.08 0.037
H -0.06 -1.34 2.35 -0.017
H 0.17 -2.70 1.42 -0.006
H 2.15 -2.46 2.85 0.003
H 2.18 -0.76 2.34 0.001
H 2.39 -3.04 0.35 0.000
H 3.81 -2.39 1.19 -0.001
H 3.87 -1.17 -0.77 0.001
H 2.99 -0.07 0.30 0.001
H 1.66 -1.82 -1.64 -0.005
H 1.75 -0.17 -1.68 -0.015
C 1.19 6.58 0.94 0.000
C 0.99 5.08 1.12 0.000
C 1.96 4.52 2.16 0.001
O -0.35 4.85 1.49 0.000
C -0.81 3.64 0.88 -0.004
C 0.31 3.28 -0.13 0.024
O 1.16 4.44 -0.11 -0.005
C -0.08 2.97 -1.62 0.120
O -0.19 1.63 -1.89 0.071
C 1.11 3.35 -2.54 0.010
C 0.90 3.79 -3.85 0.004
C 1.96 3.91 -4.74 -0.004
C 3.24 3.58 -4.36 0.006
C 3.46 3.13 -3.06 -0.005
C 2.41 3.01 -2.17 0.009
C -1.32 3.77 -2.02 0.010
C -1.34 5.16 -1.97 -0.001
C -2.46 5.87 -2.40 -0.001
C -3.57 5.19 -2.89 0.000
C -3.56 3.80 -2.93 0.003
C -2.44 3.10 -2.50 -0.022
C -1.11 2.46 1.93 -0.008
O -0.42 1.32 1.67 0.088
C -2.62 2.10 1.91 0.006
C -3.22 1.56 3.05 -0.006
C -4.51 1.07 3.02 0.011
C -5.25 1.11 1.85 -0.015
C -4.66 1.61 0.70 0.025
C -3.36 2.09 0.73 0.052
C -0.76 2.99 3.35 0.040
C 0.23 2.33 4.07 0.004
C 0.58 2.74 5.35 0.000
C -0.06 3.83 5.92 0.000
C -1.05 4.49 5.21 0.001
C -1.41 4.07 3.94 0.000
H 1.03 7.08 1.89 0.000
H 0.48 6.95 0.21 0.000
H 2.20 6.77 0.58 0.000
H 1.69 4.88 3.16 0.000
H 2.98 4.83 1.91 0.000
H 1.91 3.43 2.16 0.000
H -1.73 3.91 0.38 0.010
H 0.82 2.39 0.26 -0.016
H -0.10 4.04 -4.17 -0.001
H 1.77 4.27 -5.75 0.000
H 4.07 3.66 -5.06 0.000
H 4.47 2.85 -2.75 0.000
H 2.60 2.64 -1.17 0.003
H -0.47 5.68 -1.59 0.000
H -2.46 6.95 -2.36 0.000
H -4.43 5.74 -3.25 0.000
H -4.42 3.26 -3.32 0.000
H -2.39 2.02 -2.54 0.022
H -2.65 1.50 3.97 0.000
H -4.94 0.64 3.92 0.000
H -6.26 0.73 1.82 -0.001
H -5.20 1.61 -0.24 0.000
H -2.91 2.44 -0.19 -0.081
H 0.70 1.48 3.58 0.003
H 1.36 2.22 5.89 0.000
H 0.21 4.16 6.92 0.000
H -1.55 5.35 5.65 0.000
H -2.19 4.58 3.39 -0.001
C -3.10 -3.12 -3.97 -0.003
Si -3.42 -3.75 -2.20 0.012
C -4.92 -4.92 -2.37 0.004
C -4.04 -2.28 -1.17 0.019
Se -1.73 -4.84 -1.28 0.011
H -4.03 -3.12 -4.55 0.000
H -2.38 -3.75 -4.48 0.000
H -2.71 -2.10 -3.96 0.003
H -5.71 -4.50 -3.00 -0.001
H -5.34 -5.14 -1.39 0.000
H -4.60 -5.87 -2.81 -0.001
H -5.09 -2.04 -1.36 0.002
H -3.44 -1.38 -1.36 0.032
H -3.94 -2.50 -0.11 -0.001
```